A cluster of 2 separate species, C4H14N2O in total, computed with ωB97M-V/def2-TZVPD.

- HOMO: -8.28 eV
- Structure (SMILES): CN(C)CCN.O
- Orbital gap: 8.807 eV
- E_LUMO: 0.52 eV
- Strongest force on any atom: 5.571 eV/A
- ΔE to the lowest compared entry with this formula, charge and spin: 465.15 kJ/mol

Last columns: bonded neighbours and bond lengths (Å).
Atoms and positions in Å:
1 N -1.41 1.60 1.05  C2 1.471, H7 0.990, H8 1.080
2 C -1.44 0.15 0.81  N1 1.471, C3 1.621, H9 1.181, H10 1.041
3 C -1.27 -0.36 -0.71  C2 1.621, N4 1.466, H11 1.184, H12 1.121
4 N 0.15 -0.71 -0.87  C3 1.466, C5 1.556, C6 1.451
5 C 0.15 -2.12 -1.52  N4 1.556, H13 1.211, H14 1.165, H15 1.063
6 C 0.91 0.42 -1.36  N4 1.451, H16 1.191, H17 1.123, H18 1.221
7 H -0.43 1.54 0.92  N1 0.990
8 H -1.46 1.80 2.11  N1 1.080
9 H -0.75 -0.49 1.53  C2 1.181
10 H -2.40 -0.18 1.07  C2 1.041
11 H -2.03 -1.27 -0.70  C3 1.184
12 H -1.49 0.54 -1.34  C3 1.121
13 H 0.98 -2.91 -1.15  C5 1.211
14 H 0.53 -1.92 -2.60  C5 1.165
15 H -0.79 -2.61 -1.59  C5 1.063
16 H 1.95 0.25 -0.80  C6 1.191
17 H 1.08 0.60 -2.46  C6 1.123
18 H 0.52 1.39 -0.72  C6 1.221
19 H 1.65 1.69 3.15  O21 1.054
20 H 2.93 0.80 2.49  O21 1.075
21 O 2.61 1.80 2.71  H19 1.054, H20 1.075

List of Löwdin charges in e, atom by atom: atom 1 (N): -0.019, atom 2 (C): -0.307, atom 3 (C): -0.209, atom 4 (N): -0.310, atom 5 (C): -0.079, atom 6 (C): -0.131, atom 7 (H): -0.008, atom 8 (H): 0.103, atom 9 (H): 0.136, atom 10 (H): 0.050, atom 11 (H): 0.137, atom 12 (H): 0.114, atom 13 (H): 0.106, atom 14 (H): 0.084, atom 15 (H): 0.030, atom 16 (H): 0.107, atom 17 (H): 0.079, atom 18 (H): 0.116, atom 19 (H): 0.080, atom 20 (H): 0.107, atom 21 (O): -0.189